1.
Entry from the OMol25 dataset: a molecular structure, C31H83Cl2N7O13V2 at a distorted geometry (the ωB97M-V functional and the def2-TZVPD basis).

Cartesian coordinates (Å):
O -2.237 4.031 -3.283
C 1.468 0.149 4.096
H -0.664 -4.066 1.877
H -2.160 1.676 7.128
H 1.992 -5.822 -3.080
O 3.682 -0.888 3.571
H -5.785 2.678 3.002
C -3.434 0.887 4.786
H -0.725 2.304 6.110
H -1.793 2.237 -4.220
H -1.588 -0.370 -4.993
H -1.237 -5.685 0.022
H -2.348 -3.614 2.332
H 3.032 2.853 -4.741
H 1.794 -5.727 -1.350
H 0.593 3.573 -2.616
H 0.398 5.073 2.308
V -1.932 -2.705 -1.809
H -0.168 3.683 3.288
H -2.609 -5.751 1.104
C 5.485 0.740 -2.123
H 6.369 0.326 -2.608
N -2.538 3.988 0.344
O -3.465 -2.335 -1.452
C -1.546 -3.488 1.604
H 3.651 2.244 -0.901
O -0.816 1.716 1.228
C 4.927 -0.855 2.843
H -2.430 2.112 2.782
H -0.874 -0.223 -6.510
H 1.149 1.298 0.912
H 5.431 -1.821 2.807
C 1.021 3.426 -3.607
C 2.496 -3.147 -2.024
H -0.232 -1.052 4.621
H -2.504 3.494 -5.276
H -4.094 0.870 5.653
H -4.369 -6.863 -0.286
O -2.025 1.098 5.116
H -3.903 -4.623 -0.889
C -2.450 3.638 -2.000
H -3.646 2.930 4.345
C 1.647 1.993 -3.622
C 2.779 0.085 3.248
H -2.921 -5.359 -3.009
N -3.406 1.943 2.587
H 0.360 -1.013 2.865
H 2.457 0.032 2.208
C -4.017 2.003 3.906
H 0.382 1.996 -0.402
H 4.977 1.274 -2.926
H 6.308 2.425 -0.959
H 3.151 1.108 3.318
H 0.149 -4.378 -0.714
H -0.205 0.959 -3.023
C -0.875 5.256 -0.587
C -3.797 -6.792 -1.211
C -3.129 -5.383 -0.995
N 0.592 1.323 3.863
H 1.661 4.263 -3.885
H -0.164 4.433 -0.507
H 4.788 -0.569 1.801
C 0.606 -1.082 3.925
C 4.368 1.922 -0.145
H -1.895 2.707 -1.884
O -3.935 0.735 0.136
O 0.064 -6.121 -2.458
H -6.151 2.027 4.630
H -3.107 -7.630 -1.307
H -0.619 5.894 -1.432
H 0.290 1.301 2.899
C 3.377 3.551 1.399
H 7.478 0.407 -0.247
O -1.180 -0.583 -0.802
O 4.628 2.966 0.806
O 0.146 0.914 -5.116
H 1.751 0.151 5.149
H 0.996 -3.447 -3.328
H -0.248 1.143 4.393
C -5.537 1.912 3.737
V -2.628 0.360 0.843
H -1.207 -2.455 1.527
N -2.396 -5.040 -2.207
H 2.869 2.748 1.933
H 0.434 -7.993 -1.847
O -2.851 -0.801 1.922
H -3.493 -0.111 4.352
C -2.218 4.616 -0.873
H 3.292 -3.147 -2.768
H 2.704 3.968 0.651
N 2.628 1.929 -4.700
H 3.638 4.242 2.200
H -0.893 5.858 0.322
H -1.850 3.281 0.559
H 0.589 -2.855 -0.709
H -3.559 2.617 -4.193
C 5.712 1.528 -0.793
H 3.939 1.082 0.401
H 0.697 -7.709 -3.638
N 0.236 -3.576 -1.322
C 0.091 -0.213 -0.255
H -4.513 -6.754 -2.032
H -0.113 -1.210 -5.287
C -1.770 1.997 6.162
C -2.239 -5.290 0.189
C 1.255 -3.906 -2.374
H -3.502 3.365 -1.920
H 2.279 -2.091 -1.866
H 4.917 -0.152 -1.860
H 5.624 -0.165 3.317
Cl -1.724 5.459 3.300
N 6.536 0.563 0.083
Cl 0.976 5.297 4.582
C 0.206 1.246 0.368
H 1.039 -0.105 -3.414
C 1.331 -5.451 -2.298
H 1.952 1.815 -5.441
H 2.820 -3.572 -1.074
H -5.740 0.938 3.291
H -1.549 -5.578 -2.321
O -1.985 -3.929 0.311
C -2.550 3.017 -4.296
C 0.075 -7.522 -2.762
C -0.607 -0.254 -5.453
H 6.604 0.827 1.055
C -0.051 4.766 3.253
O -1.532 -2.320 -3.292
H 2.166 1.791 -2.685
H -2.881 5.448 -1.114
H 0.287 -0.962 0.512
H -2.349 2.885 5.908
C 0.616 0.849 -3.731
H -2.391 4.609 1.128
H -0.893 -8.018 -2.840
H 0.857 -0.361 -1.017
H 1.028 -2.087 3.964
H -3.743 2.755 2.090
H 0.152 3.415 -4.265

The calculation puts the HOMO energy at -8.272 eV. The lowest unoccupied orbital energy is -0.48 eV. Its spin multiplicity is 1. For the total energy, the calculation gives -146956.760 eV.

***

2.
Entry from the OMol25 dataset: 2 unconnected molecules or ions with the total composition C5H14N2 at a distorted geometry (the ωB97M-V functional and the def2-TZVPD basis).

Cartesian coordinates (Å):
H 1.900 1.310 0.171
H -3.088 1.018 1.385
H 3.193 0.848 -1.793
H 3.104 0.599 1.268
H -0.323 -1.238 0.339
H 4.289 1.438 -0.512
C -2.408 -0.891 0.525
H -1.298 0.864 0.974
H -1.260 -2.313 -0.698
H -3.341 -1.128 0.016
H -1.065 -0.581 -1.106
H -2.438 -1.311 1.531
H 1.742 -1.071 -0.599
N -2.514 1.264 -0.585
C 2.608 0.461 0.294
C -2.352 0.645 0.665
N 1.864 -0.753 0.375
C 3.645 0.622 -0.838
H -2.682 2.269 -0.439
H 4.279 -0.253 -0.968
C -1.200 -1.302 -0.299

The calculation puts the HOMO energy at -6.641 eV. Its energy relative to the best compared isomer or geometry (same formula, charge and spin) is 176.6 kcal/mol. The lowest unoccupied orbital energy is -3.47 eV. Its spin multiplicity is 1. For the total energy, the calculation gives -8384.961 eV.

***

3.
Entry from the OMol25 dataset: 4 unconnected molecules or ions with the total composition C20H25N5OP at a distorted geometry (the ωB97M-V functional and the def2-TZVPD basis).

Cartesian coordinates (Å):
H 3.752 1.920 -0.323
C 3.463 3.002 -2.152
H 1.341 1.796 0.191
N -2.955 2.225 -0.767
C -0.614 -4.027 1.453
H -5.926 2.508 -2.926
H -1.163 2.355 1.812
H 3.919 -0.873 5.489
H 2.875 4.069 -3.916
H -5.035 1.172 -2.781
H -1.256 -2.261 0.415
N -2.530 2.898 0.296
C 3.031 2.362 -1.000
C 3.004 0.579 2.571
C -1.692 2.070 0.909
H -0.310 2.768 -1.338
N -5.347 1.993 -2.256
C 0.744 2.846 -1.581
H -2.269 2.942 -3.092
H -0.083 -5.945 2.253
C 3.491 0.464 3.867
N -1.616 0.892 0.262
H 2.315 -2.675 1.950
N -2.646 0.079 -1.764
H -0.907 -7.191 0.285
C 3.546 -0.782 4.477
H -3.057 -0.799 -1.477
P -4.078 3.058 -1.874
H 3.825 1.345 4.401
H 4.521 3.062 -2.374
H -2.802 3.852 0.514
C 1.676 2.290 -0.714
C 2.580 -0.551 1.886
C 2.539 3.567 -3.018
C -0.519 -5.411 1.419
C 3.123 -1.913 3.789
C -0.983 -6.112 0.313
H 0.464 3.924 -3.419
H 3.168 -2.885 4.264
H 2.200 -0.460 0.874
H -2.089 -3.512 -1.553
H -0.248 -3.479 2.313
C -1.543 -5.428 -0.758
H 2.954 1.551 2.094
C -1.179 -3.343 0.385
C 1.183 3.486 -2.736
C -2.422 0.996 -0.809
H -1.901 -5.974 -1.621
C 2.642 -1.796 2.491
H -2.350 0.191 -2.722
O -3.187 3.202 -3.286
C -1.645 -4.044 -0.719

The calculation puts the HOMO energy at -11.286 eV. The lowest unoccupied orbital energy is -3.78 eV. Its spin multiplicity is 1. Its total charge is +1. For the total energy, the calculation gives -39926.038 eV.

***

> Look up the lowest unoccupied orbital energy of the first one.

-0.48 eV